1.
The following is a quantum chemistry calculation of 8 unconnected molecules or ions with the total composition C16H51N3O10 at a distorted geometry, from OMol25.

Results
energy above the lowest of the compared OMol25 structures with the same formula, charge and spin = 0.0 kcal/mol
frontier orbital gap = 8.7 eV
SMILES = COC[C@H](C)N.COC[C@H](C)N.COC[C@H](C)N.OCCO.OCCO.O.O.O
E_HOMO = -8.85 eV
LUMO level = -0.202 eV

```
! wB97M-V def2-TZVPD RIJCOSX def2/J DEFGRID3
* xyz 0 1
C -2.58060 2.32139 1.06183
O -3.62824 1.86201 1.89202
C -3.22055 1.17565 3.06714
C -2.28152 -0.03734 2.87804
C -3.03105 -1.28601 2.37627
N -1.62155 -0.38253 4.16146
H -2.98196 3.01451 0.31949
H -2.06229 1.59291 0.43065
H -1.82076 2.87861 1.61805
H -2.68519 1.91775 3.67410
H -4.13483 0.88875 3.58789
H -1.57786 0.19709 2.07984
H -3.73966 -1.00446 1.59316
H -3.46606 -1.91112 3.15430
H -2.33986 -1.93914 1.83544
H -2.37322 -0.22591 4.83151
H -0.95475 0.33514 4.44727
C -1.21435 -0.34816 -3.16123
O -1.44824 -1.67718 -2.72744
C -1.71586 -2.57798 -3.76377
C -1.84829 -4.03888 -3.29939
C -2.89997 -4.30336 -2.21481
N -0.56609 -4.55566 -2.80841
H -0.32064 -0.25039 -3.78543
H -1.07237 0.29285 -2.29273
H -2.04963 0.02778 -3.75794
H -2.64734 -2.33590 -4.29286
H -0.89973 -2.49929 -4.49478
H -2.17301 -4.66169 -4.13509
H -3.85110 -3.78810 -2.37484
H -2.58421 -4.07282 -1.19696
H -3.18608 -5.35627 -2.19236
H -0.11957 -3.75293 -2.35870
H 0.04373 -4.50254 -3.63057
C 2.01273 1.68194 -3.94975
O 1.40642 2.76245 -3.26523
C 1.72209 2.71572 -1.86651
C 1.01371 3.83683 -1.06865
C 1.61742 5.18684 -1.32793
N 1.09689 3.49127 0.34685
H 1.72060 1.58503 -4.99415
H 1.81631 0.69707 -3.51221
H 3.08768 1.88276 -3.87509
H 1.43351 1.72565 -1.49406
H 2.81009 2.70244 -1.70413
H -0.04359 3.79210 -1.33790
H 0.96180 5.95226 -0.90840
H 1.69745 5.37258 -2.39814
H 2.56911 5.27470 -0.80184
H 0.65095 2.59424 0.52527
H 2.06886 3.22166 0.49873
O 0.13767 2.02223 4.77032
C 0.67197 2.56846 3.58611
C 2.10811 2.09065 3.35777
O 2.14817 0.77852 2.82049
H 0.72932 2.24889 5.49424
H 0.00246 2.28279 2.77652
H 0.72907 3.66168 3.57508
H 2.74688 2.20042 4.23979
H 2.54996 2.73643 2.58943
H 3.03791 0.65882 2.47471
O 2.40986 -1.62587 -0.02163
C 1.11111 -1.54289 -0.63731
C 0.08341 -0.99217 0.26995
O 0.32085 0.38415 0.59571
H 3.00436 -1.57584 -0.78296
H 1.18972 -0.95866 -1.55990
H 0.82599 -2.54910 -0.95953
H 0.10226 -1.61114 1.17202
H -0.87244 -1.08678 -0.24564
H 0.98039 0.34246 1.30293
O 0.01681 -4.49496 2.33569
H -0.40682 -3.80435 2.85337
H 0.91265 -4.15532 2.15348
O 2.58281 -3.43994 2.16731
H 2.51868 -2.89278 1.36750
H 2.77957 -2.81943 2.87473
O 4.06676 -1.38247 -2.37604
H 4.91617 -0.94460 -2.26533
H 4.00703 -1.57151 -3.31686
*
```

These are the Mulliken partial charges, in e, on atoms 1 to 5: -0.44 -0.45 -1.04 2.64 -1.41



2.
The following is a quantum chemistry calculation of a molecular structure, C16H52BInO14 at a distorted geometry, from OMol25.

Results
energy above the lowest of the compared OMol25 structures with the same formula, charge and spin = 113.2 kcal/mol
frontier orbital gap = 1.6 eV
E_HOMO = -13.61 eV
LUMO level = -12.042 eV

```
! wB97M-V def2-TZVPD RIJCOSX def2/J DEFGRID3
* xyz 2 1
In 23.55686 -17.92440 8.68699
B 22.36307 -15.19589 12.22340
H 21.92395 -16.17406 12.10256
H 23.00551 -15.16188 13.08963
H 22.92191 -14.91552 11.34401
H 21.64695 -14.41801 12.43862
C 27.91671 -10.72172 14.72514
C 27.24660 -11.95050 15.26443
O 26.84926 -12.75642 14.10370
H 28.79145 -10.96297 14.12123
H 28.26219 -10.01780 15.48227
H 27.23081 -10.00607 14.27184
H 26.40926 -11.63116 15.88489
H 27.82421 -12.71398 15.78555
H 26.04359 -13.26376 14.22656
C 21.71598 -9.98509 13.37437
C 20.74392 -9.87516 12.15837
O 21.20379 -10.63095 11.08036
H 22.18661 -9.01028 13.50225
H 22.41974 -10.80991 13.26262
H 21.34774 -10.14459 14.38780
H 20.55528 -8.89230 11.72653
H 19.83534 -10.33922 12.54209
H 21.50767 -11.41685 11.54037
C 27.82653 -18.95775 11.90422
C 26.83747 -19.87998 12.73752
O 25.53285 -19.38352 12.67927
O 27.56673 -19.09997 10.45121
H 28.87249 -19.12020 12.16433
H 27.67269 -17.93649 12.25271
H 27.18773 -19.93745 13.76811
H 26.94194 -20.94220 12.51643
H 25.10133 -19.47771 13.53163
H 28.38527 -19.42700 10.07088
C 21.50889 -14.92218 4.54485
C 22.26503 -13.66714 5.09794
O 22.33871 -13.79622 6.55756
O 22.18080 -16.21489 4.70494
H 21.42844 -14.79885 3.46484
H 20.47926 -14.79189 4.87798
H 21.58029 -12.87130 4.80491
H 23.16545 -13.64168 4.48418
H 22.31986 -12.95186 7.01397
H 22.00899 -16.63172 3.85739
C 21.76915 -17.44687 17.06983
C 21.76645 -18.80923 17.81001
O 22.75728 -19.75274 17.33796
O 20.95170 -17.41245 15.90947
H 22.75473 -16.98596 17.00425
H 21.48004 -16.66345 17.77038
H 20.81420 -19.31770 17.96093
H 22.22230 -18.47689 18.74267
H 22.94372 -20.38849 18.03270
H 21.47363 -16.92076 15.27117
C 19.57231 -21.99514 13.00985
C 18.89874 -22.86810 11.98571
O 19.81421 -23.81459 11.40348
O 20.12164 -20.89053 12.35083
H 20.37899 -22.65167 13.33595
H 18.84743 -21.63411 13.73944
H 18.46259 -22.27081 11.18500
H 18.18832 -23.48781 12.53285
H 20.06868 -24.50387 12.02133
H 19.96976 -20.21386 13.01465
C 18.01473 -17.71541 8.62687
C 17.96098 -18.89081 7.67243
O 19.16552 -19.65147 7.82242
O 19.14301 -16.89828 8.46622
H 18.17613 -18.01182 9.66330
H 17.05216 -17.20454 8.60254
H 17.86442 -18.53370 6.64713
H 17.13051 -19.57356 7.85209
H 19.06884 -20.39614 7.22432
H 18.81342 -16.00073 8.38039
C 28.86049 -11.66717 8.98253
C 27.29563 -11.96575 9.04720
O 27.04310 -13.24876 9.65779
O 29.53215 -12.36117 7.92802
H 29.32563 -11.94570 9.92813
H 29.11074 -10.60776 8.92661
H 26.82198 -11.90220 8.06754
H 26.75525 -11.17610 9.56925
H 27.14412 -13.18282 10.61018
H 29.75102 -11.76977 7.20418
*
```

These are the Mulliken partial charges, in e, on atoms 1 to 5: 0.97 0.25 -0.14 -0.07 -0.14



3.
The following is a quantum chemistry calculation of 8 unconnected molecules or ions with the total composition C16H52N11O8 at a distorted geometry, from OMol25.

Results
<S²> = 0.750
frontier orbital gap (spin up / spin down) = 2.4 / 9.0 eV
E_HOMO (spin up / spin down) = -2.27 / -8.92 eV
LUMO level (spin up / spin down) = 0.097 / 0.053 eV

```
! wB97M-V def2-TZVPD RIJCOSX def2/J DEFGRID3
* xyz 0 2
O -1.71969 6.62550 -12.01572
H -2.43102 6.95905 -12.56740
H -2.12018 6.59983 -11.14362
H -0.97930 7.23007 -12.10464
C -3.25600 7.35486 -8.97955
O -2.80482 6.46190 -9.75041
N -2.84551 7.56359 -7.78059
N -4.11079 8.22428 -9.24570
H -2.12936 6.96595 -7.39324
H -3.02603 8.41982 -7.27622
H -4.81964 7.78761 -9.81750
H -4.36156 8.95604 -8.59629
C -1.75157 8.20990 -15.76255
O -1.41840 7.71568 -14.70758
N -0.96217 8.41833 -16.81300
N -2.91314 8.75570 -15.90653
H -1.37940 8.60324 -17.71402
H 0.00589 8.20424 -16.62038
H -2.99548 9.34485 -16.72275
H -3.48283 8.88415 -15.08247
C -1.88940 2.90387 -8.27215
O -1.56583 2.17402 -7.38325
N -2.58697 2.54649 -9.22442
N -1.41675 4.14855 -8.51820
H -2.80292 1.58018 -9.02516
H -3.03575 3.03479 -9.98616
H -1.03863 4.65045 -7.72749
H -1.84256 4.68729 -9.25884
C -2.99080 10.47152 -12.41505
O -2.63614 9.32012 -12.61120
N -3.61052 10.86093 -11.36766
N -2.96342 11.45745 -13.34400
H -3.82778 11.84718 -11.35319
H -3.59964 10.38147 -10.47877
H -2.75363 11.23590 -14.30681
H -3.44118 12.33308 -13.18550
C 0.29480 2.45164 -12.14361
C -1.20366 2.34307 -12.34683
C -1.76258 3.05910 -13.55902
O -0.82151 3.01198 -14.55553
C -1.35363 3.45612 -15.77755
N -1.49392 0.97169 -12.48139
H 0.60525 3.47934 -12.33221
H 0.89299 1.84740 -12.82563
H 0.57022 2.12620 -11.14046
H -1.62931 2.79141 -11.44911
H -1.98512 4.08991 -13.28330
H -2.59325 2.45330 -13.92110
H -1.87583 4.41100 -15.71764
H -1.98406 2.68664 -16.22316
H -0.60919 3.79785 -16.49666
H -0.99436 0.48424 -13.21141
H -1.09318 0.46510 -11.70494
C 2.64055 6.18681 -9.57279
C 1.32332 6.76290 -10.19886
C 1.59203 7.52245 -11.43262
O 0.43088 8.14996 -11.96100
C 0.73577 9.01710 -13.02340
N 0.46567 5.63034 -10.41868
H 3.29381 5.79157 -10.35071
H 2.42702 5.42664 -8.82136
H 3.13630 6.90484 -8.91953
H 0.81515 7.44915 -9.52143
H 2.01305 6.90186 -12.22364
H 2.32017 8.31690 -11.26912
H -0.12791 9.63320 -13.27358
H 1.15139 8.49367 -13.88444
H 1.46672 9.75362 -12.68972
H 1.03007 4.83767 -10.68932
H 0.16510 5.34565 -9.49742
C -5.49418 5.01506 -14.54625
C -5.02951 6.47278 -14.18500
C -6.02340 7.61686 -14.37742
O -5.43287 8.83265 -14.10154
C -5.97062 10.08441 -14.68156
N -4.52567 6.66428 -12.83302
H -6.32012 4.62560 -13.95108
H -4.68089 4.32805 -14.31240
H -5.80333 4.88694 -15.58360
H -4.20480 6.70022 -14.86046
H -6.91806 7.31847 -13.83096
H -6.33310 7.72167 -15.41723
H -6.66589 10.41956 -13.91190
H -6.49261 9.87769 -15.61585
H -5.16086 10.79934 -14.82738
H -4.58637 7.67199 -12.80214
H -5.30388 6.39959 -12.24615
*
```

These are the Mulliken partial charges, in e, on atoms 1 to 5: 1.00 -0.20 0.67 0.51 -5.94



no.,total energy (eV)
1,-42361.8890
2,-51917.2555
3,-50202.3025